1.
C5H16N2O | wB97M-V/def2-TZVPD

Output
maximum force: 4.71 eV/A
E: -384.40338 hartree
energy relative to the best compared isomer or geometry (same formula, charge and spin): 87.8 kcal per mole

Geometry as ORCA input:
```
! RIJCOSX wB97M-V def2-TZVPD def2/J DEFGRID3
* xyz 1 2
C 0.681 -1.010 1.553
C 1.244 -0.089 0.485
C 0.485 1.130 0.137
C -0.856 0.827 -0.654
C -1.836 0.138 0.045
N -3.227 0.101 -0.368
N 2.737 0.226 0.915
H 0.508 -2.106 1.380
H 1.243 -1.151 2.465
H -0.401 -0.847 1.891
H 1.308 -0.732 -0.552
H 1.148 1.707 -0.607
H 0.185 1.706 1.059
H -1.090 1.164 -1.696
H -1.608 -0.199 1.074
H -3.394 -0.103 -1.447
H -3.816 0.946 -0.119
H -3.760 -0.753 0.040
H 3.011 1.133 1.336
H 3.401 -0.050 0.126
H 3.100 -0.407 1.733
H -0.163 -1.098 -2.752
H 0.787 -0.177 -3.431
O 0.310 -0.355 -2.614
*
```

2.
C5H36N2O12 | wB97M-V/def2-TZVPD

Output
maximum force: 8.71 eV/A
E: -1224.27943 hartree
SMILES: CN[C@@](C)(O)CCN.O.O.O.O.O.O.O.O.O.O.O
energy relative to the best compared isomer or geometry (same formula, charge and spin): 166.5 kcal per mole

Geometry as ORCA input:
```
! RIJCOSX wB97M-V def2-TZVPD def2/J DEFGRID3
* xyz 0 1
C 0.548 -0.410 -0.745
C -0.079 -1.250 0.414
C -1.439 -0.643 0.856
C -2.548 -1.359 0.178
C -1.014 0.520 2.939
N -1.570 -0.759 2.388
N 1.785 -1.282 -1.114
H -0.128 -0.346 -1.539
H 0.858 0.624 -0.360
H -0.261 -2.256 0.042
H 0.536 -1.494 1.162
H -3.419 -1.738 0.661
H -2.983 -0.587 -0.492
H -1.057 1.512 2.423
H -0.014 0.437 3.217
H -1.453 0.734 3.913
H -2.413 -0.938 2.850
H 2.668 -0.696 -1.064
H 1.719 -1.621 -2.103
H 1.963 -2.900 0.975
H 2.115 -4.400 0.596
O 2.441 -3.704 1.193
H 1.412 1.313 -4.636
H 0.259 -3.374 -4.217
O 0.886 0.659 -4.468
H -1.409 -3.724 2.075
H -0.065 -3.192 1.784
O -0.848 -3.536 1.341
H -3.891 3.650 -0.376
H -3.479 3.963 0.889
O -3.198 4.174 0.006
H -0.425 3.254 -1.746
H -1.153 2.258 -2.389
O -1.031 2.560 -1.539
H 1.086 1.057 1.449
H 1.868 1.378 2.745
O 1.697 1.720 1.789
H 3.179 0.208 3.345
H 2.649 -0.566 2.010
O 2.536 -0.418 2.975
H 1.711 3.050 0.102
H 2.377 4.222 -0.815
O 1.934 3.396 -0.769
H 4.148 1.633 -2.339
H 3.568 0.348 -1.678
O 4.326 0.696 -2.118
H -0.095 -3.476 -2.837
H -2.397 -2.368 -0.223
O 0.136 -2.810 -3.455
H -0.778 1.324 0.381
H 1.296 0.080 -3.977
O -1.536 0.697 0.399
H -4.243 1.443 -0.563
H -2.935 1.246 0.317
O -3.839 1.693 0.150
*
```

3.
C40H39N8OS3Y | wB97M-V/def2-TZVPD

Output
maximum force: 2.74 eV/A
E: -3293.98420 hartree
energy relative to the best compared isomer or geometry (same formula, charge and spin): 20.7 kcal per mole

Geometry as ORCA input:
```
! RIJCOSX wB97M-V def2-TZVPD def2/J DEFGRID3
* xyz -1 2
Y -0.129 0.139 0.130
S 3.785 2.102 -2.466
C 3.987 0.400 -2.757
C 5.048 -0.257 -3.362
C 4.975 -1.633 -3.499
C 3.849 -2.325 -3.051
C 2.798 -1.670 -2.442
C 2.865 -0.288 -2.262
N 1.914 0.511 -1.663
C 2.221 1.772 -1.709
C 1.423 2.834 -1.122
C 1.762 4.174 -1.351
C 1.075 5.182 -0.706
C 0.057 4.847 0.179
C -0.283 3.514 0.373
C 0.353 2.449 -0.280
H 5.909 0.295 -3.719
H 5.792 -2.167 -3.965
H 3.793 -3.398 -3.190
H 1.920 -2.207 -2.116
H 2.564 4.422 -2.040
H 1.336 6.220 -0.876
H -0.467 5.625 0.723
H -1.080 3.300 1.080
O -2.234 0.570 -1.026
N -2.855 1.702 -0.744
C -3.057 2.585 -1.739
C -3.663 3.795 -1.529
C -4.099 4.103 -0.238
C -3.905 3.192 0.770
C -3.253 1.960 0.549
S -2.896 0.844 1.766
H -2.701 2.256 -2.704
H -3.794 4.482 -2.351
H -4.573 5.054 -0.031
H -4.224 3.393 1.782
N -1.214 -2.978 -6.731
C -1.059 -3.690 -5.550
S -1.168 -5.376 -5.632
C -0.833 -2.957 -4.357
C -0.717 -1.535 -4.309
C -0.496 -0.893 -3.120
N -0.372 -1.507 -1.924
C -0.481 -2.861 -1.964
C -0.694 -3.597 -3.093
H -1.156 -3.554 -7.553
H -0.752 -2.085 -6.802
H -0.802 -0.933 -5.204
H -0.406 0.189 -3.102
H -0.380 -3.376 -1.014
H -0.761 -4.674 -3.047
N 3.454 0.239 1.166
C 3.385 -1.093 0.904
C 4.550 -1.878 0.819
C 4.429 -3.229 0.602
C 3.161 -3.791 0.474
C 2.075 -2.942 0.543
N 2.165 -1.625 0.738
H 4.345 0.637 1.395
H 2.619 0.665 1.555
H 5.520 -1.410 0.930
H 5.312 -3.854 0.542
H 3.022 -4.850 0.307
H 1.070 -3.325 0.416
N -3.331 -5.408 2.250
C -2.677 -4.262 1.857
C -3.122 -3.513 0.765
C -2.442 -2.368 0.413
N -1.356 -1.930 1.058
C -0.957 -2.620 2.128
C -1.571 -3.777 2.561
H -3.926 -5.844 1.568
H -2.824 -6.042 2.841
H -3.987 -3.831 0.197
H -2.772 -1.763 -0.424
H -0.098 -2.216 2.655
H -1.203 -4.300 3.435
C 0.190 1.301 5.615
C 1.417 0.905 4.784
C 2.443 2.046 4.807
C 2.054 -0.362 5.371
C 0.999 0.650 3.397
C 0.637 0.429 2.253
H 0.475 1.495 6.654
H -0.556 0.506 5.596
H -0.272 2.199 5.203
H 2.740 2.269 5.836
H 2.023 2.947 4.360
H 3.334 1.769 4.240
H 2.375 -0.186 6.402
H 2.922 -0.661 4.780
H 1.341 -1.188 5.364
*
```

Among the records above, which one has the highest E? C5H16N2O

Among the records above, which one has the highest E? C5H16N2O

Which value of E does entry 3 give? -3293.98420 hartree